(1)
{"formula": "C2H5N2O2", "method": "ωB97M-V/def2-TZVPD", "species": ["N", "C", "N", "H", "H", "H", "H", "O", "C", "O", "H"], "xyz": [[0.739, -1.432, -0.256], [-0.582, -1.026, -0.456], [-1.328, -1.086, -1.546], [1.182, -1.499, -1.231], [1.124, -0.680, 0.455], [-1.276, -0.884, 0.388], [-2.027, -0.312, -1.670], [1.641, 1.162, 1.245], [0.535, 1.735, 1.042], [0.241, 2.988, 1.344], [-0.249, 1.033, 0.685]], "gap_ha": 0.3172, "spin_multiplicity": 1, "charge": -1, "mol_weight_g_mol": 89.07, "lumo_ev": 4.21}

---

(2)
{"formula": "C6H5BrCl2S", "method": "ωB97M-V/def2-TZVPD", "species": ["C", "C", "C", "C", "C", "C", "S", "Cl", "Cl", "Br", "H", "H", "H", "H", "H"], "xyz": [[0.025, 0.865, 0.099], [1.122, 0.246, 0.502], [-1.115, -0.098, -0.239], [1.187, -2.002, 0.972], [-0.827, -1.242, -0.885], [-0.271, 2.241, -0.392], [2.219, -3.001, 0.259], [-2.651, 0.341, 0.373], [0.007, -2.316, 2.080], [2.740, 0.933, 1.048], [-1.573, -2.040, -1.199], [0.106, -1.543, -1.304], [-1.223, 2.610, -0.079], [-0.141, 2.136, -1.390], [0.395, 2.868, 0.155]], "gap_ha": [0.2952, 0.2952], "spin_multiplicity": 1, "mol_weight_g_mol": 259.98, "lumo_ev": [-0.64, -0.64]}

---

(3)
{"formula": "C2H16NO4", "method": "ωB97M-V/def2-TZVPD", "species": ["C", "C", "N", "H", "H", "H", "H", "H", "H", "H", "H", "H", "H", "O", "H", "H", "O", "H", "H", "O", "H", "H", "O"], "xyz": [[-2.399, 0.592, -0.661], [-1.308, 0.239, 0.375], [-0.265, 1.394, 0.453], [-2.989, -0.379, -0.708], [-3.071, 1.492, -0.494], [-2.117, 0.625, -1.776], [-1.766, 0.225, 1.436], [-0.776, -0.748, 0.313], [0.298, 1.283, 1.254], [-0.700, 2.343, 0.544], [0.174, 1.334, -0.452], [2.851, -2.721, 0.840], [1.346, -2.302, 0.999], [2.220, -2.217, 1.377], [1.289, 2.504, -2.509], [-0.129, 3.135, -2.600], [0.556, 2.847, -1.959], [0.940, -2.893, -1.879], [2.344, -2.805, -1.268], [1.467, -2.515, -1.143], [1.267, -0.581, 2.112], [0.334, -0.546, 3.351], [0.433, -0.305, 2.397]], "gap_ha": 0.4315, "spin_multiplicity": 1, "charge": 1, "mol_weight_g_mol": 118.15, "lumo_ev": -2.88}

---

(4)
{"formula": "C4H8NO", "method": "ωB97M-V/def2-TZVPD", "species": ["C", "N", "O", "C", "C", "C", "H", "H", "H", "H", "H", "H", "H", "H"], "xyz": [[0.671, -1.970, -0.256], [-0.200, -0.876, -0.371], [-1.251, -1.070, -0.962], [0.096, 0.355, 0.117], [-0.464, 1.605, -0.644], [-1.110, 1.200, 0.650], [0.639, -2.298, 0.834], [1.808, -1.884, -0.496], [0.269, -2.769, -0.844], [1.015, 0.543, 0.550], [-0.991, 1.327, -1.530], [0.221, 2.421, -0.806], [-1.082, 1.809, 1.602], [-1.939, 0.732, 0.408]], "gap_ha": 0.3589, "spin_multiplicity": 1, "charge": 1, "mol_weight_g_mol": 86.11, "smiles": "C[N+](=O)C1CC1", "lumo_ev": -6.83}

---

(5)
{"formula": "C42H51N3O5PRuSiTe", "method": "ωB97M-V/def2-TZVPD", "species": ["Ru", "C", "C", "C", "C", "C", "C", "H", "H", "H", "H", "H", "H", "C", "C", "O", "P", "O", "C", "C", "O", "C", "C", "H", "H", "H", "H", "H", "H", "H", "H", "H", "H", "H", "H", "H", "H", "H", "C", "N", "C", "C", "O", "N", "C", "N", "H", "H", "H", "H", "H", "H", "H", "C", "Te", "C", "C", "C", "C", "C", "C", "C", "H", "H", "H", "H", "H", "H", "H", "H", "O", "Si", "C", "C", "C", "C", "C", "C", "C", "C", "C", "C", "C", "C", "C", "C", "C", "C", "C", "C", "H", "H", "H", "H", "H", "H", "H", "H", "H", "H", "H", "H", "H", "H", "H"], "xyz": [[0.592, -0.555, 0.344], [2.075, 0.729, 2.687], [3.214, 0.164, 2.123], [3.418, -1.212, 2.187], [2.470, -2.024, 2.780], [1.308, -1.464, 3.310], [1.101, -0.088, 3.265], [1.985, 1.802, 2.755], [3.977, 0.806, 1.701], [4.337, -1.638, 1.805], [2.635, -3.091, 2.852], [0.597, -2.096, 3.828], [0.252, 0.358, 3.766], [1.058, -3.569, -3.752], [0.600, -2.236, -3.217], [1.714, -1.509, -2.619], [2.089, -1.393, -1.104], [3.437, -0.596, -1.151], [3.534, 0.833, -1.459], [3.850, 1.048, -2.916], [2.525, -2.812, -0.579], [3.881, -3.382, -0.650], [4.162, -4.017, -1.988], [0.212, -4.079, -4.217], [1.451, -4.200, -2.957], [1.834, -3.439, -4.506], [-0.191, -2.346, -2.481], [0.250, -1.593, -4.022], [4.324, 1.201, -0.811], [2.603, 1.308, -1.166], [4.818, 0.618, -3.169], [3.885, 2.119, -3.120], [3.092, 0.594, -3.554], [3.903, -4.108, 0.158], [4.590, -2.587, -0.434], [3.499, -4.858, -2.183], [5.187, -4.390, -1.982], [4.072, -3.292, -2.798], [-1.902, 2.060, -3.874], [-1.667, 0.983, -2.921], [-2.514, -0.166, -2.736], [-1.822, -0.880, -1.604], [-2.244, -1.902, -1.120], [-0.678, -0.174, -1.243], [-0.653, 0.929, -2.075], [0.312, 1.828, -2.087], [-2.728, 1.772, -4.518], [-1.024, 2.221, -4.501], [-2.166, 2.984, -3.358], [-2.544, -0.806, -3.621], [-3.531, 0.105, -2.455], [0.886, 1.864, -1.259], [0.221, 2.671, -2.631], [-2.211, -3.047, 1.626], [-0.279, -3.003, 0.787], [-0.917, -4.468, -0.592], [-2.182, -5.007, 0.039], [-2.754, -6.174, -0.461], [-3.924, -6.667, 0.088], [-4.531, -6.000, 1.146], [-3.967, -4.841, 1.648], [-2.793, -4.336, 1.093], [-2.771, -2.172, 1.299], [-2.122, -3.031, 2.711], [-0.124, -5.211, -0.662], [-1.105, -4.040, -1.572], [-2.277, -6.701, -1.280], [-4.361, -7.576, -0.303], [-5.440, -6.390, 1.583], [-4.438, -4.324, 2.475], [0.349, 1.293, 0.565], [-0.402, 2.689, 1.143], [-0.269, 3.050, 2.959], [0.745, 3.869, 3.476], [0.855, 4.105, 4.840], [-0.054, 3.532, 5.719], [-1.087, 2.742, 5.230], [-1.192, 2.508, 3.867], [-2.242, 2.498, 0.807], [-2.843, 1.234, 0.857], [-4.212, 1.061, 0.683], [-5.023, 2.164, 0.455], [-4.459, 3.432, 0.428], [-3.093, 3.594, 0.612], [0.477, 4.072, 0.250], [-0.054, 5.367, 0.188], [0.626, 6.396, -0.446], [1.869, 6.163, -1.021], [2.430, 4.897, -0.952], [1.738, 3.868, -0.323], [1.456, 4.340, 2.803], [1.643, 4.746, 5.216], [0.036, 3.710, 6.783], [-1.819, 2.325, 5.911], [-2.020, 1.909, 3.500], [-2.238, 0.366, 1.084], [-4.650, 0.069, 0.741], [-6.092, 2.040, 0.336], [-5.087, 4.300, 0.274], [-2.692, 4.598, 0.607], [-1.003, 5.590, 0.661], [0.190, 7.386, -0.485], [2.407, 6.972, -1.498], [3.410, 4.716, -1.377], [2.212, 2.894, -0.239]], "gap_ha": [0.2687, 0.2289], "spin_multiplicity": 2, "charge": 2, "mol_weight_g_mol": 965.62, "lumo_ev": [-6.13, -7.22]}

---

Short version: energy relative to the best compared isomer or geometry (same formula, charge and spin) = 175.1 323.4 127.8 382.0 76.4 kJ/mol, in the order given.
Short version: max |F| = 4.3 4.0 3.2 5.3 1.2 eV/Å, in the order given.
Short version: calculated total energy = -339.208970 -4124.029867 -441.258741 -286.796997 -3164.918375 Eh, in the order given.